DFT (ωB97M-V with the def2-TZVPD basis set) results for 2 unconnected molecules or ions with the total composition C5H13NO.

Last column: Mulliken charge in e.
CARTESIAN COORDINATES (ANGSTROEM)
C (-0.810, 1.245, -1.062)  -0.554
C (0.520, 0.598, -1.511)  -0.690
C (1.167, -0.217, -0.311)  -0.264
C (2.038, -2.585, -0.475)  -0.736
C (2.165, -1.283, -0.656)  -0.151
N (-1.910, 0.233, -1.190)  -0.646
H (-1.042, 2.032, -1.753)  0.336
H (-0.796, 1.611, -0.043)  0.325
H (0.485, -0.139, -2.355)  0.371
H (1.091, 1.340, -2.081)  0.348
H (0.280, -0.709, 0.103)  0.142
H (1.783, 0.588, 0.194)  0.221
H (2.595, -3.421, -0.914)  0.263
H (1.180, -2.894, 0.121)  0.206
H (3.113, -0.860, -0.955)  0.295
H (-1.633, -0.292, -2.010)  0.258
H (-1.913, -0.418, -0.413)  0.276
H (-2.165, 1.212, 5.157)  0.319
H (-3.480, 2.003, 5.333)  0.320
O (-2.669, 1.955, 4.823)  -0.639

Atoms 1-6, force components in eV/Å:
-0.296 -2.205 -0.932
0.812 -0.948 -0.589
0.866 1.413 -1.027
-1.145 -0.746 0.166
0.600 0.757 -0.209
0.373 0.694 0.049

The structure (SMILES) is C=CCCCN.O. The value obtained for the energy above the lowest of the compared OMol25 structures with the same formula, charge and spin is 56.36 kcal per mole. The net charge is 0. The calculation puts the HOMO energy at -9.06 eV. As for the LUMO energy: 0.921 eV. For the frontier orbital gap, the calculation gives 9.980 eV. As for the total energy: -8931.5669 eV.



DFT (ωB97M-V with the def2-TZVPD basis set) results for 2 unconnected molecules or ions with the total composition C5H13NO.

Last column: Mulliken charge in e.
CARTESIAN COORDINATES (ANGSTROEM)
C (-1.009, 1.352, -0.426)  -0.874
N (-0.256, 1.177, 0.802)  0.185
C (1.181, 1.658, 0.566)  -0.545
C (1.852, 0.368, 0.038)  -0.493
C (1.193, -0.833, 0.699)  -0.312
C (-0.200, -0.300, 1.106)  -0.535
H (-0.876, 2.287, -0.879)  0.344
H (-2.080, 1.187, -0.289)  0.331
H (-0.668, 0.560, -1.124)  0.431
H (1.304, 2.526, -0.100)  0.364
H (1.421, 2.028, 1.531)  0.343
H (3.005, 0.225, 0.126)  0.357
H (1.685, 0.351, -1.122)  0.250
H (1.758, -1.199, 1.610)  0.303
H (1.085, -1.689, 0.007)  0.284
H (-0.958, -0.899, 0.546)  0.201
H (-0.393, -0.401, 2.212)  0.347
H (-1.905, -2.737, -1.161)  0.310
H (-2.915, -3.049, -2.236)  0.322
O (-2.097, -2.612, -2.079)  -0.616

Atoms 1-6, force components in eV/Å:
-1.524 -0.596 0.410
1.879 -2.003 -4.042
-0.384 -0.329 0.473
2.142 -0.339 -2.185
-0.009 -0.184 1.030
-0.749 -0.779 1.980

The value obtained for the energy above the lowest of the compared OMol25 structures with the same formula, charge and spin is 40.78 kcal per mole. The net charge is +1. The calculation puts the HOMO energy (spin up / spin down) at -14.67 / -14.67 eV. The spin multiplicity is 2. As for the LUMO energy (spin up / spin down): -2.794 / -7.838 eV. For the frontier orbital gap (spin up / spin down), the calculation gives 11.879 / 6.834 eV. As for the total energy: -8923.9824 eV.



DFT (ωB97M-V with the def2-TZVPD basis set) results for 3 unconnected molecules or ions with the total composition C5H13NO2.

Last column: Mulliken charge in e.
CARTESIAN COORDINATES (ANGSTROEM)
C (-0.322, 0.314, -1.016)  -0.107
C (1.556, 1.148, 0.357)  -0.288
C (-0.157, -0.624, -0.060)  -0.003
C (-2.189, -1.351, -1.263)  -1.140
C (-0.752, -0.545, 1.302)  -1.400
N (2.401, 0.361, 1.191)  -0.512
O (0.272, 0.210, -2.217)  -0.464
O (0.954, 2.184, 1.068)  -0.538
H (-0.007, 0.934, -2.788)  0.399
H (0.752, 1.835, 1.947)  0.379
H (-0.925, 1.194, -0.822)  0.335
H (1.972, 1.563, -0.564)  0.401
H (0.472, -1.472, -0.302)  0.365
H (3.255, 0.842, 1.481)  0.213
H (2.651, -0.521, 0.765)  0.201
H (0.045, -0.533, 2.051)  0.405
H (-2.227, -1.178, -2.335)  0.378
H (-3.008, -0.905, -0.706)  0.315
H (-1.996, -2.388, -1.002)  0.337
H (-1.366, 0.349, 1.419)  0.321
H (-1.381, -1.416, 1.492)  0.402

Atoms 1-6, force components in eV/Å:
-0.212 -0.594 0.801
1.011 0.864 0.590
-0.148 0.409 -0.645
-0.860 -0.541 -0.321
0.019 0.003 -0.049
-0.024 0.027 0.030

The value obtained for the energy above the lowest of the compared OMol25 structures with the same formula, charge and spin is 151.04 kcal per mole. The net charge is 0. The calculation puts the HOMO energy (spin up / spin down) at -6.51 / -6.19 eV. As for the LUMO energy (spin up / spin down): 0.723 / 0.725 eV. For the frontier orbital gap (spin up / spin down), the calculation gives 7.231 / 6.912 eV. As for the total energy: -10975.3291 eV.



DFT (ωB97M-V with the def2-TZVPD basis set) results for 2 unconnected molecules or ions with the total composition C5H13NO2.

Last column: Mulliken charge in e.
CARTESIAN COORDINATES (ANGSTROEM)
C (1.615, -1.257, 0.637)  -0.007
C (1.824, 0.185, 0.602)  -0.922
O (2.112, -2.017, -0.435)  -0.540
H (2.053, -1.492, -1.241)  0.305
H (1.874, -1.761, 1.565)  0.339
H (0.367, -1.340, 0.530)  0.226
H (2.637, 0.539, -0.026)  0.380
H (0.685, 0.584, 0.144)  0.178
H (1.851, 0.657, 1.580)  0.319
C (-0.852, 0.860, -1.673)  -1.445
C (-0.885, 0.499, -0.207)  0.975
N (-1.410, 1.489, 0.702)  -0.730
C (-1.128, -0.833, 0.159)  -0.794
O (-1.750, -1.116, 1.358)  -0.535
H (-1.781, -0.271, 1.837)  0.370
H (-0.964, 2.389, 0.600)  0.238
H (-2.415, 1.613, 0.623)  0.216
H (-1.315, -1.591, -0.591)  0.392
H (-0.530, 0.009, -2.277)  0.352
H (-1.835, 1.175, -2.036)  0.387
H (-0.151, 1.680, -1.851)  0.297

Atoms 1-6, force components in eV/Å:
-2.154 -0.658 -0.025
-1.831 1.155 -0.569
0.417 0.019 -0.305
0.009 -0.033 0.087
-0.007 -0.015 -0.063
2.172 -0.165 0.552

The structure (SMILES) is C/C(N)=C/O.CCO. The value obtained for the energy above the lowest of the compared OMol25 structures with the same formula, charge and spin is 91.54 kcal per mole. The net charge is 0. The calculation puts the HOMO energy at -7.90 eV. As for the LUMO energy: 0.732 eV. For the frontier orbital gap, the calculation gives 8.631 eV. As for the total energy: -10977.9093 eV.



DFT (ωB97M-V with the def2-TZVPD basis set) results for 2 unconnected molecules or ions with the total composition C5H13NO2.

Last column: Mulliken charge in e.
CARTESIAN COORDINATES (ANGSTROEM)
C (1.708, -0.389, -0.408)  -0.158
C (-0.339, -1.901, -0.469)  -1.613
C (0.242, -0.572, -0.023)  1.228
O (2.535, -1.299, 0.270)  -0.532
O (2.058, 0.944, -0.100)  -0.512
N (-0.011, -0.285, 1.328)  -0.777
H (2.228, -1.329, 1.188)  0.376
H (3.013, 1.030, -0.208)  0.314
H (1.863, -0.594, -1.475)  0.383
H (0.590, 0.479, 1.632)  0.380
H (0.167, -2.724, 0.037)  0.312
H (-1.398, -1.947, -0.218)  0.395
H (-0.217, -2.041, -1.543)  0.355
C (-1.964, 1.602, 0.571)  -0.826
C (-1.525, 1.506, -0.729)  -0.330
H (-2.929, 1.199, 0.852)  0.332
H (-1.596, 2.399, 1.205)  0.331
H (-0.989, 0.262, 1.347)  0.290
H (-0.859, 2.263, -1.124)  0.238
H (-2.178, 1.081, -1.483)  0.261
H (-0.402, 0.317, -0.650)  -0.448

Atoms 1-6, force components in eV/Å:
-0.301 -0.105 0.052
0.233 0.001 0.114
-0.979 1.541 -1.906
0.045 0.003 0.173
0.027 0.017 0.002
-1.810 1.187 0.965

The structure (SMILES) is C[C@@H](N)C(O)O.C=C. The value obtained for the energy above the lowest of the compared OMol25 structures with the same formula, charge and spin is 71.29 kcal per mole. The net charge is 0. The calculation puts the HOMO energy at -8.94 eV. As for the LUMO energy: 0.816 eV. For the frontier orbital gap, the calculation gives 9.756 eV. As for the total energy: -10978.7877 eV.



DFT (ωB97M-V with the def2-TZVPD basis set) results for a single C5H13NO2 molecule.

Last column: Mulliken charge in e.
CARTESIAN COORDINATES (ANGSTROEM)
C (0.678, -0.147, 0.001)  1.538
C (-0.817, 0.878, 0.328)  0.077
C (-1.736, -0.016, -0.368)  -0.448
C (0.617, -1.638, -0.312)  -1.877
C (1.384, 0.594, -1.129)  -1.774
N (1.394, 0.035, 1.262)  -0.709
O (-1.006, 0.945, 1.678)  -0.577
O (-3.108, 0.833, -0.260)  -0.609
H (-0.270, 0.453, 2.106)  0.444
H (-3.341, 0.850, 0.678)  0.299
H (-0.750, 1.878, -0.112)  0.239
H (1.920, -0.773, 1.574)  0.199
H (2.017, 0.836, 1.288)  0.183
H (-1.633, -0.055, -1.446)  0.279
H (-1.929, -0.960, 0.137)  0.186
H (0.181, -1.825, -1.291)  0.388
H (0.854, 0.467, -2.071)  0.331
H (1.621, -2.069, -0.358)  0.517
H (0.060, -2.165, 0.461)  0.423
H (2.405, 0.220, -1.260)  0.442
H (1.461, 1.659, -0.908)  0.450

Atoms 1-6, force components in eV/Å:
0.328 2.830 0.680
3.167 -3.160 -1.053
-4.750 2.834 0.541
-0.665 0.241 0.174
0.224 -0.129 0.090
0.281 -0.389 0.465

The structure (SMILES) is CC(C)(N)[C@H](O)CO. The value obtained for the energy above the lowest of the compared OMol25 structures with the same formula, charge and spin is 59.63 kcal per mole. The net charge is 0. The calculation puts the HOMO energy at -8.90 eV. As for the LUMO energy: 0.739 eV. For the frontier orbital gap, the calculation gives 9.639 eV. As for the total energy: -10979.2934 eV.



DFT (ωB97M-V with the def2-TZVPD basis set) results for 3 unconnected molecules or ions with the total composition C5H13NO2.

Last column: Mulliken charge in e.
CARTESIAN COORDINATES (ANGSTROEM)
C (-0.413, -2.122, -1.459)  -1.500
N (2.202, -1.462, -0.525)  -0.428
C (1.093, -0.954, 0.236)  -0.171
C (-0.160, -1.256, -0.275)  0.507
C (-1.388, -0.578, 0.187)  -0.287
C (-1.599, -0.760, 1.478)  -0.923
H (0.192, -1.731, -2.316)  0.288
H (-1.408, -2.326, -1.745)  0.442
H (0.048, -3.080, -1.349)  0.354
H (2.262, -1.358, -1.455)  0.144
H (2.960, -1.953, -0.154)  0.133
H (1.309, -0.402, 1.119)  0.452
H (-2.045, -0.118, -0.617)  0.332
H (-0.827, -1.311, 2.129)  0.274
H (-2.197, -0.114, 2.041)  0.398
H (-0.347, 2.107, 2.831)  0.323
H (0.307, 2.541, 1.667)  0.298
O (0.109, 2.906, 2.553)  -0.631
H (0.560, 2.479, -1.457)  0.320
H (-0.893, 3.208, -1.552)  0.317
O (-0.177, 2.883, -2.111)  -0.642

Atoms 1-6, force components in eV/Å:
2.934 0.362 -1.147
-1.357 0.569 3.974
-1.136 -2.354 -3.205
0.817 1.308 0.110
0.628 -0.779 -0.526
1.656 0.253 1.632

The structure (SMILES) is C=C/C(C)=C/N.O.O. The value obtained for the energy above the lowest of the compared OMol25 structures with the same formula, charge and spin is 87.34 kcal per mole. The net charge is 0. The calculation puts the HOMO energy at -8.23 eV. As for the LUMO energy: 0.397 eV. For the frontier orbital gap, the calculation gives 8.626 eV. As for the total energy: -10978.0915 eV.



DFT (ωB97M-V with the def2-TZVPD basis set) results for a molecular structure, C5H13NO2.

Last column: Mulliken charge in e.
CARTESIAN COORDINATES (ANGSTROEM)
C (-1.228, -2.045, -1.566)  -0.330
C (-1.095, -1.992, -0.203)  -0.491
N (-1.633, 0.212, 1.083)  -0.395
C (-0.579, 1.145, 0.613)  -0.312
C (1.596, 1.465, 1.427)  -0.804
C (0.416, 0.980, 1.700)  0.226
H (-1.573, -1.311, -2.285)  0.249
H (-1.406, -3.007, -2.094)  0.255
H (-1.270, -0.961, 0.472)  0.381
H (-2.527, 0.594, 0.902)  0.239
H (-0.701, 2.226, 0.515)  0.392
H (-0.194, 0.858, -0.449)  0.157
H (2.342, 1.740, 2.197)  0.226
H (1.941, 1.726, 0.487)  0.293
H (-0.006, 0.652, 2.648)  0.373
H (0.663, -1.246, -0.599)  0.287
H (-1.049, -2.949, 0.431)  0.289
O (1.583, -0.898, -0.568)  -0.713
H (1.494, 0.122, -0.809)  0.325
H (1.820, 1.253, -2.377)  0.212
O (1.405, 1.434, -1.525)  -0.860

Atoms 1-6, force components in eV/Å:
-1.531 -0.967 1.977
-1.236 -1.238 -2.030
2.863 2.379 -0.904
-1.539 -2.818 1.903
2.426 0.660 3.053
-0.238 0.164 -0.517

The value obtained for the energy above the lowest of the compared OMol25 structures with the same formula, charge and spin is 257.27 kcal per mole. The net charge is 0. The calculation puts the HOMO energy at -8.54 eV. As for the LUMO energy: -4.091 eV. For the frontier orbital gap, the calculation gives 4.449 eV. As for the total energy: -10970.7227 eV.